(1)
The following is a quantum chemistry calculation of one molecule with the formula C26H28N6O2 at a distorted geometry, from the OMol25 dataset.

HOMO level = -7.859 eV
structure (SMILES) = Cc1cccc2cc([C@H](c3nnnn3C[C@H]3CCCO3)N3CCCc4ccccc43)c(=O)[nH]c12
E_LUMO = 0.02 eV
relative energy (zero: lowest compared OMol25 entry of this formula, charge and spin) = 3.9 kcal/mol
Kohn-Sham gap = 7.881 eV

XYZ file:
```
62
C26H28N6O2 | the OMol25 dataset | wB97M-V/def2-TZVPD
C -3.587 -4.055 -1.346
C -3.592 -2.985 -0.294
C -4.673 -2.813 0.547
C -4.688 -1.821 1.527
C -3.610 -0.983 1.677
C -2.493 -1.123 0.844
C -1.357 -0.266 0.941
C -0.307 -0.373 0.095
C 0.861 0.594 0.081
C 1.456 0.668 1.446
N 1.181 1.463 2.453
N 1.961 1.087 3.460
N 2.690 0.106 3.136
N 2.409 -0.207 1.867
C 3.066 -1.284 1.186
C 4.294 -0.798 0.389
C 5.071 -1.996 -0.197
C 5.194 -1.654 -1.684
C 3.987 -0.743 -1.890
O 3.910 0.022 -0.698
N 0.548 1.898 -0.492
C 1.110 2.139 -1.806
C 0.206 1.583 -2.905
C -1.114 2.347 -2.864
C -1.572 2.636 -1.456
C -2.841 3.164 -1.257
C -3.302 3.476 0.008
C -2.474 3.282 1.101
C -1.207 2.764 0.925
C -0.750 2.415 -0.346
C -0.254 -1.461 -0.873
O 0.708 -1.722 -1.585
N -1.374 -2.252 -0.927
C -2.489 -2.128 -0.140
H -4.524 -4.605 -1.327
H -2.776 -4.765 -1.177
H -3.467 -3.624 -2.340
H -5.529 -3.463 0.442
H -5.552 -1.717 2.164
H -3.607 -0.206 2.426
H -1.361 0.493 1.708
H 1.627 0.155 -0.565
H 3.393 -1.991 1.952
H 2.359 -1.769 0.508
H 4.914 -0.181 1.050
H 6.038 -2.122 0.284
H 4.495 -2.912 -0.066
H 5.168 -2.532 -2.323
H 6.114 -1.100 -1.873
H 4.100 -0.043 -2.719
H 3.068 -1.328 -2.032
H 1.202 3.224 -1.923
H 2.110 1.706 -1.847
H 0.043 0.519 -2.727
H 0.678 1.690 -3.883
H -0.992 3.305 -3.382
H -1.894 1.794 -3.394
H -3.477 3.327 -2.117
H -4.296 3.878 0.138
H -2.812 3.547 2.092
H -0.537 2.635 1.762
H -1.341 -3.004 -1.605
```

=====

(2)
The following is a quantum chemistry calculation of a 2-piece molecular cluster, C14H19F14N6OP overall at a distorted geometry, from the OMol25 dataset.

HOMO level = -9.312 eV
E_LUMO = -3.02 eV
Kohn-Sham gap = 6.292 eV

XYZ file:
```
55
C14H19F14N6OP | the OMol25 dataset | wB97M-V/def2-TZVPD
N -1.866 -2.426 1.920
C -0.814 -1.379 1.915
N 0.207 -1.646 0.824
N -0.046 -1.556 3.214
C -1.349 0.129 1.930
N -2.641 0.346 1.219
C -2.467 0.667 -0.191
N -2.738 1.948 -0.850
C -1.879 3.050 -0.382
F -1.656 3.097 1.025
F -2.594 4.269 -0.706
C -0.465 3.161 -1.103
C 0.033 4.603 -1.497
C 1.411 4.845 -2.219
C 2.342 3.661 -2.590
C 1.838 2.228 -2.172
C 2.822 1.021 -2.576
F 2.487 -0.192 -1.928
F 4.172 1.407 -2.439
F 2.607 0.805 -3.990
C 0.486 1.989 -1.439
N -2.058 -0.337 -0.983
C -1.858 -0.237 -2.459
C -0.726 -1.352 -2.837
O -0.186 -1.106 -4.176
C -1.284 -2.849 -2.813
F -2.581 -3.006 -3.363
F -1.227 -3.461 -1.514
F -0.405 -3.632 -3.634
H -2.174 -2.669 2.873
H -1.587 -3.260 1.380
H 0.575 -2.595 0.995
H 0.955 -0.941 0.844
H 0.034 -2.564 3.428
H 0.903 -1.166 3.038
H -1.423 0.525 3.004
H -0.557 0.773 1.385
H -3.337 -0.395 1.386
H -3.739 2.193 -0.877
H -0.568 5.554 -1.269
H 1.716 5.926 -2.481
H 3.335 3.858 -3.109
H 0.210 0.918 -1.170
H -1.890 -1.264 -0.543
H -2.833 -0.446 -3.047
H -1.481 0.774 -2.827
H 0.166 -1.180 -2.117
H 0.285 -0.238 -4.062
F 1.599 -3.071 5.297
P 3.122 -2.551 5.284
F 2.937 -2.309 3.700
F 2.403 -1.677 6.424
F 4.222 -2.928 6.390
F 4.016 -1.254 4.967
F 3.543 -4.056 4.921
```